Entry 1:
{"formula": "C27H104N46O25", "method": "ωB97M-V/def2-TZVPD", "species": ["O", "O", "O", "O", "O", "O", "O", "O", "O", "O", "O", "O", "O", "O", "O", "O", "O", "O", "O", "O", "O", "O", "O", "O", "O", "N", "N", "N", "N", "N", "N", "N", "N", "N", "N", "N", "N", "N", "N", "N", "N", "N", "N", "N", "N", "N", "N", "N", "N", "N", "N", "N", "N", "N", "N", "N", "N", "N", "N", "N", "N", "N", "N", "N", "N", "N", "N", "N", "N", "N", "N", "C", "C", "C", "C", "C", "C", "C", "C", "C", "C", "C", "C", "C", "C", "C", "C", "C", "C", "C", "C", "C", "C", "C", "C", "C", "C", "C", "H", "H", "H", "H", "H", "H", "H", "H", "H", "H", "H", "H", "H", "H", "H", "H", "H", "H", "H", "H", "H", "H", "H", "H", "H", "H", "H", "H", "H", "H", "H", "H", "H", "H", "H", "H", "H", "H", "H", "H", "H", "H", "H", "H", "H", "H", "H", "H", "H", "H", "H", "H", "H", "H", "H", "H", "H", "H", "H", "H", "H", "H", "H", "H", "H", "H", "H", "H", "H", "H", "H", "H", "H", "H", "H", "H", "H", "H", "H", "H", "H", "H", "H", "H", "H", "H", "H", "H", "H", "H", "H", "H", "H", "H", "H", "H", "H", "H", "H", "H", "H", "H", "H", "H"], "positions_angstrom": [[-2.368, -4.287, -1.022], [-3.090, 1.581, 4.918], [3.135, -4.401, -5.265], [3.946, -3.110, 0.829], [-3.068, 6.241, -0.844], [5.947, -1.276, -3.883], [4.875, 3.155, 4.189], [-3.849, 2.791, 1.582], [0.917, -3.690, -1.023], [-6.402, -2.430, 0.026], [0.956, -0.635, 1.044], [1.803, -0.340, 5.727], [2.578, -0.634, -6.961], [-4.414, 1.222, -2.998], [-0.345, 3.666, -0.542], [4.713, 4.847, -0.845], [0.027, 0.739, -3.369], [-6.720, -2.607, -3.540], [2.167, -4.505, 4.103], [0.275, 4.613, 4.193], [2.802, 4.907, -2.813], [-4.195, -2.587, 2.532], [3.106, 0.171, -0.374], [-2.304, -5.590, -5.907], [6.134, -1.026, 5.080], [-3.006, -4.314, 1.987], [-6.188, -1.211, -5.200], [-4.694, -1.744, -3.748], [3.952, 1.717, 2.879], [7.979, -1.694, -3.201], [6.774, -0.233, -2.092], [-0.038, -0.299, 4.509], [-0.153, -0.127, 6.664], [-4.179, 1.620, -0.887], [-2.465, 1.809, -2.201], [-6.920, -0.557, -0.826], [0.926, -0.988, -2.388], [-3.263, -4.276, -4.439], [4.112, -1.304, 4.420], [4.349, -1.797, -6.226], [1.327, 3.636, -3.904], [2.208, -5.003, 0.255], [1.307, 5.698, -4.266], [-6.543, -0.512, 1.237], [2.772, 2.322, 4.569], [-0.828, -1.379, -3.357], [0.206, -5.608, -0.487], [3.260, -0.513, -4.901], [4.563, 1.773, -0.980], [-3.418, -0.573, 4.952], [3.384, -3.673, -3.218], [-1.347, 3.252, 3.556], [-0.983, 5.324, 0.860], [2.556, 1.987, -1.507], [-3.936, -2.719, -0.905], [1.416, -4.403, -3.807], [-3.241, 0.324, 3.021], [-4.419, -4.647, -1.580], [4.401, -0.951, 6.530], [0.066, -3.761, 3.966], [1.538, -3.105, 2.553], [-0.515, 3.114, 5.576], [-2.285, -3.279, -6.000], [6.049, -2.883, 1.528], [-4.112, 5.831, -2.699], [-3.991, -4.239, 3.947], [0.835, 4.023, 1.210], [-2.147, 5.114, -2.462], [-4.493, 4.893, 1.386], [-5.042, 3.916, 3.170], [4.870, -1.163, 1.115], [-0.113, 0.123, 0.542], [-1.441, -0.747, 0.289], [-5.919, -1.883, -4.101], [4.056, 5.626, 0.143], [3.391, 1.277, -0.832], [-3.722, -3.664, 2.847], [3.342, -1.006, -6.122], [-3.097, 5.732, -1.893], [-3.484, -3.921, -1.156], [4.977, -1.014, 5.357], [-0.166, 4.316, 0.443], [0.575, -0.200, 5.640], [-0.469, 3.714, 4.453], [4.926, -2.463, 1.048], [-3.321, 0.567, 4.335], [4.031, 4.858, 1.483], [1.334, -3.853, 3.574], [3.935, 2.439, 3.913], [2.659, -4.148, -4.174], [-4.301, 3.802, 2.099], [1.912, 4.779, -3.643], [-2.577, -4.455, -5.503], [6.869, -1.078, -3.096], [1.097, -4.663, -0.352], [-3.672, 1.491, -2.044], [-6.730, -1.246, 0.186], [0.086, -0.462, -3.244], [4.828, 1.823, 2.386], [-1.617, 3.740, 2.714], [-5.083, 4.892, 3.429], [1.440, 3.283, 0.884], [3.631, 5.375, 2.355], [-1.151, -1.641, -0.264], [3.400, -1.045, 6.629], [-3.400, -0.582, 2.603], [1.642, 1.573, -1.625], [-1.667, 5.794, 0.284], [5.646, -0.531, 1.251], [-3.246, 1.041, 2.310], [-7.170, -1.279, -5.424], [-1.755, -1.061, -3.599], [-2.049, 1.728, -3.118], [8.074, -2.221, -4.058], [2.417, 1.381, 4.660], [0.858, -1.976, -2.186], [4.023, -0.690, -4.263], [-5.180, -4.210, -2.080], [-4.264, -5.645, -1.600], [1.671, 2.904, -3.299], [0.157, -6.285, 0.260], [-0.676, -3.178, 3.605], [4.342, -3.444, -3.442], [-7.270, 0.391, -0.829], [3.368, 4.000, 1.369], [-2.667, -3.932, 1.117], [5.034, 4.608, 1.829], [0.861, -4.916, -4.477], [4.641, -2.141, -7.130], [2.371, -3.182, 1.986], [-0.183, -4.198, 4.842], [0.851, -2.546, 2.069], [2.884, -3.347, -2.404], [6.231, -3.876, 1.549], [-2.738, -2.468, -5.603], [-4.477, -2.077, -2.820], [-6.465, 0.491, 1.142], [0.045, 3.414, 6.361], [0.990, 4.526, 2.072], [0.481, -0.455, 3.656], [-5.606, -0.465, -5.556], [-6.485, -0.892, 2.171], [-3.650, -3.374, -4.201], [-0.640, -2.312, -3.020], [6.788, -2.200, 1.447], [-2.244, -0.369, -0.344], [2.545, 2.859, 5.393], [-5.082, 3.110, 3.777], [0.119, 0.419, -0.481], [7.553, 0.068, -1.525], [-3.956, 5.050, 0.545], [-1.140, 2.325, 5.490], [4.891, -2.051, -5.412], [2.470, 0.092, -4.728], [-1.825, -1.244, 1.180], [-2.507, -5.050, 2.468], [-3.534, -1.465, 4.493], [-1.006, -0.129, 4.275], [5.808, 0.053, -2.011], [-5.184, 1.523, -0.892], [1.771, -0.346, 0.625], [4.500, -1.684, 3.569], [-1.280, 4.908, -1.987], [2.975, 5.621, 0.002], [-3.545, -5.091, -3.913], [-1.862, -3.278, -6.917], [0.669, 5.419, -4.998], [4.561, 2.762, -1.187], [4.062, -0.826, 0.612], [3.113, -1.339, 4.566], [8.732, -1.459, -2.571], [-4.178, 5.310, -3.562], [4.323, 5.160, -1.664], [-3.305, -2.057, -0.475], [-4.913, 5.736, 1.752], [1.570, -0.388, -1.893], [-6.766, -1.147, -1.631], [2.184, -5.797, 0.880], [4.916, -0.479, 7.259], [-4.461, -3.747, 4.693], [2.786, 2.852, -1.976], [-0.240, 0.990, 1.191], [3.391, 0.879, 2.832], [1.156, -4.155, -2.863], [0.345, -0.015, 7.536], [-3.328, -0.503, 5.956], [-2.018, 2.679, 4.046], [-0.535, 5.678, 1.693], [0.459, 3.548, -4.413], [-4.940, -2.621, -0.871], [-1.160, -0.191, 6.638], [-0.620, -5.394, -1.028], [-4.868, 6.487, -2.564], [5.366, 1.322, -0.565], [-2.200, 4.589, -3.323], [-3.719, -5.202, 4.087], [1.660, 6.641, -4.189], [3.052, -4.449, 0.246], [-4.137, -0.978, -4.099], [4.385, 6.662, 0.219], [-1.886, 1.716, -1.378], [-3.609, 2.064, -0.180]], "e_homo_ev": -8.21, "orbital_gap_ev": 7.93, "charge": 0}

=====

Entry 2:
{"formula": "C27H12BF15O2", "method": "ωB97M-V/def2-TZVPD", "species": ["F", "F", "F", "F", "F", "F", "F", "F", "F", "F", "F", "F", "F", "F", "F", "O", "O", "C", "C", "C", "C", "C", "C", "C", "C", "C", "C", "C", "C", "C", "C", "C", "C", "C", "C", "C", "C", "C", "C", "C", "C", "C", "C", "C", "B", "H", "H", "H", "H", "H", "H", "H", "H", "H", "H", "H", "H"], "positions_angstrom": [[-4.501, -0.959, -2.013], [-1.981, 4.664, -2.349], [-1.649, -2.538, -5.466], [-0.515, 5.708, -0.281], [-1.612, 2.127, -3.116], [-4.162, -2.188, -4.432], [1.481, 2.001, -3.740], [1.214, 4.110, 1.124], [5.654, -0.160, -3.786], [4.719, -2.059, -2.043], [2.027, -2.179, -1.564], [0.479, -1.500, -4.224], [4.012, 1.881, -4.618], [1.631, 1.535, 0.344], [-2.372, 0.140, -0.744], [-2.540, -0.542, 5.836], [1.624, -1.237, 0.955], [-1.950, 0.088, 6.982], [0.703, 2.275, -0.316], [3.906, -1.059, -2.442], [-1.785, -1.424, 2.440], [-0.879, -0.534, -2.497], [0.001, 1.726, -1.398], [-0.436, -1.040, 2.333], [-2.483, -1.203, 3.599], [-1.135, 3.878, -1.650], [2.288, 1.018, -3.243], [1.756, 0.054, -2.382], [-0.929, 2.560, -2.026], [4.400, -0.075, -3.296], [-1.807, -0.594, 4.692], [-3.266, -1.085, -2.535], [0.205, -1.331, 0.994], [-3.092, -1.750, -3.748], [-1.817, -1.908, -4.291], [0.186, -0.334, 3.361], [2.302, -2.130, 1.868], [-0.469, -0.137, 4.569], [-0.738, -1.327, -3.642], [-0.396, 4.400, -0.592], [-2.163, -0.505, -1.925], [2.565, -1.049, -2.072], [3.580, 0.968, -3.724], [0.506, 3.591, 0.099], [0.290, 0.332, -1.994], [-1.649, 1.116, 6.742], [-2.754, 0.069, 7.709], [-1.088, -0.492, 7.343], [-0.211, -0.585, 0.357], [2.989, -1.522, 2.477], [-0.119, -2.326, 0.613], [-3.517, -1.524, 3.710], [-2.270, -1.837, 1.559], [2.906, -2.836, 1.284], [0.045, 0.336, 5.411], [1.176, 0.085, 3.201], [1.640, -2.693, 2.547]], "smiles": "Fc1c(F)c(F)c(B(c2c(F)c(F)c(F)c(F)c2F)c2c(F)c(F)c(F)c(F)c2F)c(F)c1F.COCc1ccc(OC)cc1", "e_homo_ev": -8.36, "orbital_gap_ev": 6.90, "charge": 0}

=====

Entry 3:
{"formula": "C27H14Cl5MgN3O2P", "method": "ωB97M-V/def2-TZVPD", "species": ["Cl", "Cl", "Cl", "Cl", "Cl", "P", "Mg", "O", "O", "N", "N", "N", "C", "C", "C", "C", "C", "C", "C", "C", "C", "C", "C", "C", "C", "C", "C", "C", "C", "C", "C", "C", "C", "C", "C", "C", "C", "C", "C", "H", "H", "H", "H", "H", "H", "H", "H", "H", "H", "H", "H", "H", "H"], "positions_angstrom": [[0.603, 1.659, -4.290], [-1.448, -0.111, -5.824], [-1.750, -3.130, -5.088], [2.036, -2.563, -1.297], [0.026, -4.369, -2.839], [0.217, 0.427, 0.349], [2.265, 0.675, -1.358], [1.756, 2.501, -1.188], [1.858, 4.534, -0.275], [4.871, -0.293, 1.930], [3.893, 0.171, -0.272], [5.112, -2.567, 2.917], [1.101, -1.889, -2.599], [-2.063, 4.416, 0.919], [-0.655, 2.033, 0.529], [4.985, -1.517, 2.431], [0.454, -0.021, -3.891], [-2.654, 3.199, 1.253], [-2.638, -1.023, -2.142], [4.350, -0.101, 0.772], [-1.523, -1.835, 0.275], [-0.785, 4.438, 0.398], [0.495, 0.103, 4.453], [-0.594, -2.151, -4.266], [-1.952, 2.025, 1.062], [1.161, -1.373, 2.204], [0.512, -0.143, 2.053], [-3.028, -2.229, -1.568], [-1.129, -0.626, -0.292], [1.100, -1.138, 4.593], [0.201, 0.603, 3.190], [1.436, -1.878, 3.467], [-1.695, -0.228, -1.509], [1.318, 3.448, -0.451], [1.262, -0.529, -2.874], [0.197, -2.710, -3.262], [-2.473, -2.627, -0.362], [-0.465, -0.799, -4.588], [-0.068, 3.259, 0.179], [-0.300, 5.371, 0.143], [0.244, 0.689, 5.332], [-1.380, 0.708, -1.963], [-3.059, -0.708, -3.094], [1.329, -1.526, 5.581], [-0.266, 1.573, 3.092], [1.467, -1.930, 1.320], [1.959, -2.822, 3.569], [-2.410, 1.080, 1.329], [-3.753, -2.860, -2.071], [-3.658, 3.167, 1.663], [-1.088, -2.158, 1.210], [-2.771, -3.570, 0.087], [-2.603, 5.344, 1.063]], "e_homo_ev": -6.13, "relative_energy_kcal_mol": 3.0, "orbital_gap_ev": 8.40, "charge": -1}